P:
The following is a quantum chemistry calculation of a cluster of 2 separate species, C4H10NO in total, from OMol25.

LUMO level (alpha / beta) = -6.40 / -5.59 eV
total charge = +1

Element x y z (Å)
1 C 1.7247 0.3892 -0.2878
2 C 2.5560 -0.6182 0.2525
3 C -0.9230 1.4987 0.0617
4 C -1.9284 -1.1918 -0.2979
5 N -0.2651 0.4168 0.5794
6 O -0.8177 -0.7685 0.5672
7 H 2.0171 1.2517 -0.6836
8 H 3.4969 -0.7526 -0.2571
9 H 2.1239 -1.5131 0.3426
10 H 2.6026 -0.4012 1.3195
11 H -0.4027 2.4174 0.1986
12 H -1.8826 1.6795 0.4475
13 H -1.2812 1.4511 -0.9178
14 H -1.9354 -2.2173 -0.5559
15 H -2.2800 -0.5079 -1.1727
16 H -2.8050 -1.1341 0.4037


Q:
The following is a quantum chemistry calculation of a cluster of 2 separate species, C4H10NO in total, from OMol25.

LUMO level = -8.08 eV
total charge = +1

Element x y z (Å)
1 C -1.3531 1.0821 -0.4976
2 C 0.0016 0.6814 -0.0026
3 C 0.8297 -0.1799 -0.9115
4 C -0.0696 -1.3417 -1.3425
5 O -0.6303 -1.4160 -2.3850
6 N 1.0110 -0.6261 2.1964
7 H -1.2793 1.4451 -1.5240
8 H -2.0788 0.2610 -0.4460
9 H -1.8027 1.8054 0.1834
10 H 0.5800 1.4873 0.4486
11 H 1.1086 0.4082 -1.8108
12 H 1.7970 -0.4697 -0.4940
13 H -0.3179 -2.0059 -0.4850
14 H 0.4930 -1.0602 2.9603
15 H 1.4571 0.2244 2.5373
16 H 0.2536 -0.2955 1.5729


R:
The following is a quantum chemistry calculation of a cluster of 2 separate species, C4H10NO in total, from OMol25.

LUMO level = -5.20 eV
total charge = +1

Element x y z (Å)
1 C 1.1137 -1.8323 -1.8558
2 C 0.3636 -1.1035 -0.8067
3 C 0.5744 0.1998 -0.6088
4 N 0.1109 0.8263 0.5781
5 C 0.4197 2.0254 0.9316
6 H 1.7531 -2.6618 -1.5266
7 H 1.7444 -1.2787 -2.5543
8 H 0.4797 -2.3980 -2.5530
9 H -0.4075 -1.6830 -0.3139
10 H 1.2578 0.7948 -1.1967
11 H -0.7730 0.6254 1.0773
12 H 1.3946 2.3510 0.5533
13 H -0.1174 2.7828 1.4840
14 H -3.1273 0.9446 2.5561
15 H -2.5505 -0.1680 1.8508
16 O -2.2361 0.5752 2.3846


Bottom line: R, by a margin of 0.0885 hartree.


P:
The following is a quantum chemistry calculation of a cluster of 2 separate species, C4H10NO in total, from OMol25.

LUMO level = -5.21 eV
total charge = +1

Element x y z (Å)
1 C -1.4666 2.1544 0.0451
2 C -1.3445 0.6997 0.3065
3 C -0.5017 0.1496 1.1687
4 N -0.3254 -1.2780 1.1943
5 C 0.7562 -1.8698 1.5045
6 H -0.6227 2.4698 -0.5704
7 H -1.5852 2.7736 0.9317
8 H -2.3224 2.3601 -0.6038
9 H -1.9009 0.0035 -0.2915
10 H 0.3041 0.6237 1.6979
11 H -1.1180 -1.8237 0.8644
12 H 1.6401 -1.2998 1.7637
13 H 0.7151 -2.9454 1.5973
14 H 2.2305 -1.3673 -3.1037
15 H 3.0168 -0.1751 -3.6375
16 O 2.5246 -0.4752 -2.8671


Q:
The following is a quantum chemistry calculation of the ion C4H10NO with charge +1, from OMol25.

LUMO level = -3.73 eV
total charge = +1
SMILES string = CO[C@@H]1C[C@H]1[NH3+]

Element x y z (Å)
1 C 0.7597 1.4433 -0.3734
2 C 0.1951 0.0702 -0.9080
3 C 0.1559 0.4517 0.5863
4 C -1.9443 0.1422 1.7075
5 N 1.1807 -0.8858 -1.3823
6 O -0.9986 0.9522 0.9629
7 H 1.8586 1.5453 -0.1921
8 H 0.3353 2.3810 -0.6131
9 H -0.7314 -0.1122 -1.4106
10 H 0.9434 -0.0144 1.1629
11 H -1.9463 0.3410 2.7719
12 H -1.6577 -0.8352 1.6132
13 H -2.9115 0.4282 1.2192
14 H 2.0029 -0.2986 -1.6945
15 H 0.6401 -1.2685 -2.1269
16 H 1.6220 -1.4670 -0.6538


R:
The following is a quantum chemistry calculation of a cluster of 2 separate species, C4H10NO in total, from OMol25.

LUMO level = -4.15 eV
total charge = +1

Element x y z (Å)
1 C 2.4652 0.4047 0.3755
2 C 1.0651 0.2990 -0.0121
3 C 0.5105 -0.9247 -0.6111
4 C -3.5079 -0.3289 -0.0288
5 N 0.3035 1.1675 0.3914
6 O -2.5593 0.3125 -0.4490
7 H 3.0597 -0.0932 -0.3928
8 H 2.8480 -0.2519 1.3017
9 H 1.3222 -1.3102 -1.2713
10 H -0.4707 -0.7417 -1.1003
11 H 0.2740 -1.7863 0.0439
12 H -4.3604 0.1050 0.4158
13 H -3.4835 -1.4324 -0.1289
14 H 0.6141 1.9407 0.9250
15 H -0.7213 1.2155 0.0177
16 H 2.6409 1.4243 0.5233


S:
The following is a quantum chemistry calculation of a structure of composition C4H10NO, from OMol25.

LUMO level = -4.45 eV
total charge = +1

Element x y z (Å)
1 C -0.9545 0.2732 1.4777
2 C 1.4294 0.0705 0.1776
3 C 2.7642 0.3855 -0.2796
4 C -2.1733 -0.0875 -0.7312
5 N -1.4595 -0.5170 0.5125
6 O 0.7798 0.7453 0.9720
7 H -1.4216 1.2162 1.3754
8 H -0.7433 -0.0716 2.4357
9 H 1.3544 -1.0069 -0.0312
10 H 3.1343 -0.2512 -1.0930
11 H 3.5837 0.5366 0.5514
12 H 2.7935 1.4416 -0.7600
13 H -2.7263 0.8778 -0.5512
14 H -1.3387 -0.1337 -1.4240
15 H -2.9255 -0.9018 -0.9279
16 H -1.2904 -1.5617 0.3847


Bottom line: R, by a margin of 0.0070 hartree.


P:
The following is a quantum chemistry calculation of a cluster of 2 separate species, C4H10NO in total, from OMol25.

LUMO level = -4.07 eV
total charge = +1

Element x y z (Å)
1 C -1.6049 0.4133 -0.2172
2 C -0.6006 1.2201 0.0806
3 N -2.6167 0.1034 0.8257
4 H -1.7493 -0.1750 -1.1105
5 H 0.2624 1.2564 -0.5680
6 H -0.6027 1.8059 0.9919
7 H -2.5854 -0.8946 1.0424
8 H -2.5058 0.6473 1.6853
9 H -3.5772 0.3156 0.5277
10 O 3.3267 0.6843 -0.7698
11 C 2.6595 -0.2650 -1.0758
12 C 1.8485 -0.9887 -0.0303
13 H 2.6744 -0.6459 -2.1111
14 H 2.5536 -1.4824 0.6476
15 H 1.2015 -1.7477 -0.4724
16 H 1.3160 -0.2470 0.5536


Q:
The following is a quantum chemistry calculation of a cluster of 2 separate species, C4H10NO in total, from OMol25.

LUMO level = -5.44 eV
total charge = +1

Element x y z (Å)
1 C 2.8667 -0.2828 0.2705
2 C 1.4640 0.1221 0.3773
3 C 0.5032 -0.6092 -0.2098
4 N -0.8345 -0.2745 -0.0745
5 C -1.6350 -0.8018 0.8190
6 H 3.7238 0.2418 0.7452
7 H 2.8827 -1.0618 0.9839
8 H 3.2108 -0.3613 -0.7399
9 H 1.2302 1.2126 0.9388
10 H 0.9309 -1.4742 -0.5972
11 H -1.2207 0.4848 -0.6911
12 H -2.7151 -0.9260 0.6252
13 H -1.3507 -1.4463 1.5355
14 H -2.9469 1.3029 -1.9433
15 H -3.2289 2.3642 -1.0753
16 O -2.8805 1.5093 -0.9644


R:
The following is a quantum chemistry calculation of a cluster of 2 separate species, C4H10NO in total, from OMol25.

LUMO level = -5.28 eV
total charge = +1

Element x y z (Å)
1 C -0.0595 -1.8967 0.0262
2 C -0.3873 -0.6436 0.7633
3 C -1.3784 -0.4984 1.6192
4 C 0.2273 1.7179 0.6628
5 N 0.4245 0.4913 0.3977
6 H -0.0968 -2.7612 0.6677
7 H -0.6959 -2.0920 -0.8304
8 H 0.9719 -1.9304 -0.3591
9 H -1.6771 0.4079 2.1389
10 H -1.9874 -1.3518 1.8762
11 H 0.9774 2.4603 0.4451
12 H -0.6754 2.0741 1.1567
13 H 1.2284 0.3100 -0.2045
14 H 1.4132 0.8285 -3.2411
15 H -0.0410 0.8070 -2.8112
16 O 0.8551 0.6803 -2.4673


S:
The following is a quantum chemistry calculation of the ion C4H10NO with charge +1, from OMol25.

LUMO level = -3.23 eV
total charge = +1
SMILES string = C[C@@H]1[NH2+][C@]1(C)O

Element x y z (Å)
1 C -0.6048 -0.4131 -0.4751
2 C 0.5356 0.2995 0.0918
3 C -2.1923 0.3305 -0.3659
4 C 1.9311 0.1575 -0.4160
5 N -0.0535 -0.8853 0.7777
6 O 0.3825 1.4499 0.8868
7 H -0.7197 -1.1147 -1.3155
8 H -2.6451 0.0528 0.5991
9 H -2.7261 -0.0983 -1.2556
10 H -1.8769 1.4157 -0.1375
11 H 2.2104 -0.9534 -0.4678
12 H 2.8791 0.5003 0.1487
13 H 1.9231 0.5287 -1.5365
14 H -0.5400 -0.6940 1.7097
15 H 0.4259 -1.7489 0.6968
16 H 0.9869 2.2430 0.8105


Bottom line: R, by a margin of 0.0284 hartree.


P:
The following is a quantum chemistry calculation of the molecule C5H11NO, from OMol25.

LUMO level = 0.94 eV
SMILES string = CCN(C)C(C)=O

Element x y z (Å)
1 C 0.4098 -1.7810 0.9056
2 C 1.2817 -0.3257 0.7641
3 N 0.4702 0.7096 0.1579
4 C -0.7135 0.7612 0.9864
5 C 0.3910 0.6712 -1.2327
6 O 1.3459 0.3400 -1.9121
7 C -0.9444 1.0170 -1.8620
8 H 0.9163 -2.3812 1.6583
9 H 0.4749 -2.2340 -0.0814
10 H -0.6724 -1.9933 1.1666
11 H 2.1827 -0.4290 0.1336
12 H 1.6097 0.0416 1.7507
13 H -0.4597 1.1813 1.9645
14 H -1.5345 1.3132 0.5417
15 H -0.9168 -0.2986 1.1566
16 H -0.8654 0.8499 -2.9367
17 H -1.2323 2.0551 -1.6726
18 H -1.7310 0.3700 -1.4567


Q:
The following is a quantum chemistry calculation of the molecule C5H11NO, from OMol25.

LUMO level = 0.96 eV
SMILES string = CCNCCC=O

Element x y z (Å)
1 C -0.6140 -0.4932 1.4042
2 N -0.8666 0.2934 0.1411
3 C -0.4774 1.5833 -0.4800
4 C 0.6744 1.3832 -1.5547
5 C 0.9059 -0.1071 -1.0646
6 O 2.0843 -0.4067 -0.8069
7 C 0.0322 -1.8710 1.2705
8 H -0.0423 0.1846 2.0743
9 H -1.6298 -0.6162 1.8961
10 H -1.6107 -0.1250 -0.3928
11 H -0.1369 2.1907 0.3836
12 H -1.2862 2.0517 -1.0189
13 H 0.3232 1.3118 -2.5749
14 H 1.6006 1.9247 -1.4080
15 H 0.3243 -0.7915 -1.6924
16 H -0.7081 -2.7147 1.1940
17 H 0.7445 -1.9086 0.4679
18 H 0.6826 -1.8894 2.1615


Bottom line: P, by a margin of 0.0698 hartree.


P:
The following is a quantum chemistry calculation of a cluster of 2 separate species, C5H11NO in total, from OMol25.

LUMO level = 0.76 eV
SMILES string = CN=C=O.CCC

Element x y z (Å)
1 C 2.8487 0.6833 -0.1853
2 N 2.1315 -0.3782 0.4683
3 C 1.3759 -0.5197 1.3919
4 O 0.6344 -0.7827 2.2683
5 C -1.1350 -0.1885 -0.7882
6 C -1.7751 -1.4110 -0.1330
7 C -1.4032 1.0932 -0.0006
8 H 2.1649 1.3149 -0.7627
9 H 3.5794 0.2496 -0.8705
10 H 3.3769 1.3033 0.5452
11 H -0.0532 -0.3495 -0.8748
12 H -1.5090 -0.0768 -1.8140
13 H -1.4316 -1.5188 0.9022
14 H -1.5224 -2.3324 -0.6688
15 H -2.8677 -1.3202 -0.1148
16 H -2.4740 1.3294 0.0087
17 H -1.0843 0.9830 1.0433
18 H -0.8774 1.9546 -0.4293


Q:
The following is a quantum chemistry calculation of a cluster of 2 separate species, C5H11NO in total, from OMol25.

LUMO level = 0.87 eV
SMILES string = CNC(C)=O.C=C

Element x y z (Å)
1 C 0.3806 2.0327 -0.2530
2 C 0.8390 0.6518 0.4263
3 C 2.0869 -1.4864 0.2640
4 C -2.0504 -0.7805 -0.5189
5 C -2.6752 -0.4382 0.6339
6 H 1.1554 2.4517 -1.1249
7 H 0.4256 2.8709 0.5626
8 H -0.6173 1.8559 -0.5386
9 H 1.6510 -0.1618 -1.2018
10 H 1.7762 -1.3863 1.3181
11 H 1.6370 -2.4338 -0.2271
12 H 3.1280 -1.2387 -0.0227
13 H -2.4057 -0.6728 -1.6294
14 H -1.0188 -0.9089 -0.5673
15 H -3.8623 -0.2850 0.2655
16 H -2.2262 -0.1408 1.4857
17 N 1.4641 -0.3036 -0.3211
18 O 0.3121 0.3736 1.4486


R:
The following is a quantum chemistry calculation of the molecule C5H11NO, from OMol25.

LUMO level = 0.88 eV
SMILES string = CC(C)N(C)C=O

Element x y z (Å)
1 C 1.0098 1.1039 1.0101
2 C 0.4149 0.5946 -0.2982
3 C 1.3576 -0.3654 -1.0280
4 N -0.8795 -0.0533 -0.1037
5 C -1.1986 -0.7348 1.1380
6 C -1.6295 -0.2663 -1.2142
7 O -1.4122 0.1326 -2.3463
8 H 1.2286 0.2755 1.6928
9 H 1.9619 1.5920 0.7877
10 H 0.3652 1.8288 1.5252
11 H 0.2284 1.4458 -0.9595
12 H 0.9307 -0.7038 -1.9809
13 H 2.2945 0.1446 -1.2543
14 H 1.5927 -1.2320 -0.3987
15 H -0.4753 -1.5259 1.3735
16 H -1.2188 -0.0358 1.9786
17 H -2.1914 -1.1922 1.0741
18 H -2.5145 -0.8564 -0.9635


S:
The following is a quantum chemistry calculation of a cluster of 2 separate species, C5H11NO in total, from OMol25.

LUMO level = 0.71 eV
SMILES string = C=CCNC=C.O

Element x y z (Å)
1 C 1.8634 0.8667 -2.5204
2 C 1.7034 1.1767 -1.2489
3 N 0.4727 1.3343 -0.5186
4 C -0.5176 0.2256 -0.7064
5 C -2.5444 1.0482 0.4376
6 C -1.4267 0.3327 0.4736
7 H 1.0248 1.0753 -3.1761
8 H 2.6991 0.4579 -3.0577
9 H 2.4806 1.2231 -0.4834
10 H -0.0220 2.1900 -0.7518
11 H 0.0825 -0.6730 -0.8638
12 H -1.0181 0.4277 -1.6588
13 H -3.1401 1.2612 1.3141
14 H -2.9528 1.2603 -0.5423
15 H -0.8922 0.2381 1.4201
16 H 0.3456 -4.8130 3.8239
17 H 0.7971 -3.3764 3.8732
18 O 1.0447 -4.2555 4.1857


Bottom line: R, by a margin of 0.0131 hartree.